Entry 1:
ORCA calculation (the ωB97M-V functional and the def2-TZVPD basis) on a 2-piece molecular cluster, C3H6O2 overall.

Cartesian coordinates (Å):
H 1.35 0.45 0.61
H -1.75 1.28 -0.87
H 1.30 -1.47 1.03
H 2.70 -1.26 -1.07
C 1.33 -0.57 0.30
C -1.11 -0.63 0.02
C -1.65 0.72 0.15
O 2.58 -0.51 -0.48
H -2.68 0.78 0.51
H -0.86 1.36 0.68
O -1.46 -1.74 0.14

Computed properties:
HOMO level (alpha / beta) = -7.45 / -7.76 eV
orbital gap (alpha / beta) = 8.1024 / 8.3417 eV
relative energy (zero: lowest compared OMol25 entry of this formula, charge and spin) = 455.8 kJ/mol
E_LUMO (alpha / beta) = 0.6547 / 0.5825 eV
calculated total energy = -7298.954 eV

---

Entry 2:
ORCA calculation (the ωB97M-V functional and the def2-TZVPD basis) on one molecule with the formula C3H6O2.

Cartesian coordinates (Å):
H -0.62 0.60 1.94
C 0.67 0.66 -0.77
H 0.58 1.75 -0.69
C -0.08 -0.68 0.62
C -0.64 -0.13 -0.70
H -1.56 0.45 -0.58
H -0.78 -0.88 -1.49
H 0.10 -1.75 0.67
O 1.13 0.07 0.46
H 1.33 0.41 -1.61
O -0.74 -0.35 1.80

Computed properties:
HOMO level = -10.13 eV
orbital gap = 11.1310 eV
relative energy (zero: lowest compared OMol25 entry of this formula, charge and spin) = 150.6 kJ/mol
E_LUMO = 1.0054 eV
calculated total energy = -7302.117 eV

---

Entry 3:
ORCA calculation (the ωB97M-V functional and the def2-TZVPD basis) on a 2-piece molecular cluster, C3H6O2 overall.

Cartesian coordinates (Å):
C -0.53 -0.37 0.73
H 1.17 0.60 -2.31
H 0.48 0.36 -2.17
H -1.12 -0.72 1.58
H 1.31 -1.25 1.56
C -1.12 0.85 0.09
H 1.61 -0.03 0.20
H -1.27 1.70 0.78
O -1.44 0.93 -1.07
O -0.01 -1.38 -0.11
C 0.90 -0.68 0.72

Computed properties:
HOMO level = -10.21 eV
orbital gap = 10.9282 eV
relative energy (zero: lowest compared OMol25 entry of this formula, charge and spin) = 319.8 kJ/mol
E_LUMO = 0.7203 eV
calculated total energy = -7300.364 eV

---

Entry 4:
ORCA calculation (the ωB97M-V functional and the def2-TZVPD basis) on one molecule with the formula C3H6O2.

Cartesian coordinates (Å):
C -0.29 0.70 -0.45
H -1.04 -1.50 0.12
C 0.45 0.92 1.15
H -0.68 -0.47 -2.14
O -0.37 -1.77 -0.53
H 0.98 -0.64 -1.57
C -0.06 -0.59 -1.23
H 0.22 0.37 2.06
H 1.38 0.49 0.75
H 0.49 2.00 1.29
O -1.10 0.49 0.56

Computed properties:
HOMO level = -8.25 eV
orbital gap = 8.5762 eV
relative energy (zero: lowest compared OMol25 entry of this formula, charge and spin) = 541.7 kJ/mol
E_LUMO = 0.3262 eV
calculated total energy = -7298.064 eV

---

Entry 5:
ORCA calculation (the ωB97M-V functional and the def2-TZVPD basis) on C3H6O2 as an isolated structure.

Cartesian coordinates (Å):
C -0.64 -0.45 -0.81
O 0.47 1.43 0.45
H -2.20 0.15 -0.26
C 0.54 -1.03 -0.06
O -1.72 0.09 0.59
H -1.30 0.95 0.77
H 1.16 1.31 1.13
H 0.39 -1.26 0.99
H 1.12 -1.77 -0.60
C 0.60 0.39 -0.49
H 1.19 0.66 -1.36

Computed properties:
HOMO level = -8.40 eV
orbital gap = 9.0548 eV
relative energy (zero: lowest compared OMol25 entry of this formula, charge and spin) = 511.8 kJ/mol
E_LUMO = 0.6558 eV
calculated total energy = -7298.374 eV

---

Entry 6:
ORCA calculation (the ωB97M-V functional and the def2-TZVPD basis) on one molecule with the formula C3H6O2.

Cartesian coordinates (Å):
C -0.34 0.10 0.56
C 1.01 -0.45 0.19
O 0.96 -1.76 -0.28
H -0.05 -1.94 -0.80
H -0.01 1.78 -0.59
O -1.01 -0.08 -0.61
H 2.06 -0.45 0.74
H -0.88 -0.48 1.35
H -1.99 1.85 0.19
H 1.08 0.08 -0.80
C -0.83 1.35 0.05

Computed properties:
HOMO level = -9.76 eV
orbital gap = 10.7557 eV
relative energy (zero: lowest compared OMol25 entry of this formula, charge and spin) = 458.8 kJ/mol
E_LUMO = 0.9912 eV
calculated total energy = -7298.923 eV

---

Entry 7:
ORCA calculation (the ωB97M-V functional and the def2-TZVPD basis) on a 2-piece molecular cluster, C3H6O2 overall.

Cartesian coordinates (Å):
O 0.77 1.16 0.60
C 1.05 0.16 -0.30
H 1.30 -1.46 1.05
H -2.85 -0.43 -0.83
C 1.31 -1.11 0.02
H 1.51 -1.83 -0.76
H 0.91 0.81 1.49
H 1.01 0.53 -1.31
C -1.93 0.21 -0.83
H -1.12 1.24 0.48
O -1.95 0.72 0.38

Computed properties:
HOMO level = -8.39 eV
orbital gap = 9.1519 eV
relative energy (zero: lowest compared OMol25 entry of this formula, charge and spin) = 414.5 kJ/mol
E_LUMO = 0.7591 eV
calculated total energy = -7299.382 eV

---

Entry 8:
ORCA calculation (the ωB97M-V functional and the def2-TZVPD basis) on one molecule with the formula C3H6O2.

Cartesian coordinates (Å):
H 1.35 0.98 0.61
C 0.36 1.08 0.15
H 1.13 -1.05 -0.68
H -1.50 0.35 1.20
C -0.61 0.05 0.65
C -0.47 -1.25 0.33
H -0.24 0.60 -1.62
H 0.00 2.10 0.37
H -1.20 -2.01 0.59
O 0.60 0.91 -1.25
O 0.57 -1.77 -0.36

Computed properties:
HOMO level = -9.10 eV
orbital gap = 9.9695 eV
relative energy (zero: lowest compared OMol25 entry of this formula, charge and spin) = 136.8 kJ/mol
E_LUMO = 0.8673 eV
calculated total energy = -7302.261 eV

---

Entry 9:
ORCA calculation (the ωB97M-V functional and the def2-TZVPD basis) on one molecule with the formula C3H6O2.

Cartesian coordinates (Å):
H 0.79 -1.15 0.77
O -1.57 -0.96 1.92
C -1.15 -0.42 0.93
H 0.74 0.50 1.39
H 0.44 -0.07 -2.51
H -0.05 1.44 -0.55
H -1.87 -0.13 0.27
O 0.10 -0.33 -1.57
C 0.31 -0.20 0.65
H 1.65 0.78 -0.64
C 0.60 0.54 -0.65

Computed properties:
HOMO level = -9.68 eV
orbital gap = 10.3183 eV
relative energy (zero: lowest compared OMol25 entry of this formula, charge and spin) = 175.6 kJ/mol
E_LUMO = 0.6410 eV
calculated total energy = -7301.858 eV

---

Entry 10:
ORCA calculation (the ωB97M-V functional and the def2-TZVPD basis) on one molecule with the formula C3H6O2.

Cartesian coordinates (Å):
H -1.91 1.55 -0.15
H 1.48 -0.65 -2.02
C 1.47 -0.26 -0.98
C 0.75 -1.07 0.06
C -1.50 0.87 0.63
O 1.82 0.85 -0.70
H -2.33 0.22 0.92
O -0.37 0.19 0.02
H 0.64 -2.14 -0.30
H 1.22 -1.10 1.04
H -1.27 1.54 1.49

Computed properties:
HOMO level = -9.75 eV
orbital gap = 9.8809 eV
relative energy (zero: lowest compared OMol25 entry of this formula, charge and spin) = 420.4 kJ/mol
E_LUMO = 0.1310 eV
calculated total energy = -7299.321 eV

---

Entry 11:
ORCA calculation (the ωB97M-V functional and the def2-TZVPD basis) on a 3-piece molecular cluster, C3H6O2 overall.

Cartesian coordinates (Å):
H 0.72 -1.83 -0.43
C -0.75 -0.81 0.69
H -0.35 1.39 -1.21
H 0.93 -1.90 1.42
H -1.53 2.00 -0.50
H -1.30 -0.42 -0.17
C 1.64 1.14 -0.57
C 0.35 -1.55 0.56
O -1.31 1.49 -1.29
O 2.69 0.98 -0.18
H -1.10 -0.51 1.67

Computed properties:
HOMO level = -10.15 eV
orbital gap = 10.9686 eV
relative energy (zero: lowest compared OMol25 entry of this formula, charge and spin) = 169.7 kJ/mol
E_LUMO = 0.8143 eV
calculated total energy = -7301.919 eV

---

Entry 12:
ORCA calculation (the ωB97M-V functional and the def2-TZVPD basis) on a 2-piece molecular cluster, C3H6O2 overall.

Cartesian coordinates (Å):
O 0.84 1.28 1.98
H -0.91 -1.82 -2.85
C -1.23 -1.22 -2.15
O -2.42 -1.12 -1.89
H -0.55 0.88 -1.67
C 1.12 1.04 3.12
H 0.91 0.11 3.68
C -0.15 -0.24 -1.55
H 0.81 -0.50 -2.00
H 1.55 1.84 3.78
H 0.04 -0.27 -0.45

Computed properties:
HOMO level = -9.77 eV
orbital gap = 10.4450 eV
relative energy (zero: lowest compared OMol25 entry of this formula, charge and spin) = 256.5 kJ/mol
E_LUMO = 0.6744 eV
calculated total energy = -7301.020 eV